w.
Density functional theory data (the ωB97M-V functional and the def2-TZVPD basis) for a molecular structure, C3H3N2O.

Computed properties:
HOMO-LUMO gap (alpha / beta) = 7.38 / 7.38 eV

```
! RIJCOSX wB97M-V def2-TZVPD def2/J DEFGRID3
* xyz 1 1
C 0.17 0.14 2.14
C 0.07 0.05 0.11
C 0.09 0.18 -1.33
N 0.65 0.70 1.12
N -0.50 -0.90 2.20
O -0.75 -1.11 0.97
H -0.96 0.08 -1.70
H 0.85 -0.31 -1.91
H 0.39 1.17 -1.61
*
```

x.
Density functional theory data (the ωB97M-V functional and the def2-TZVPD basis) for a gas-phase ion, C3H3N2O (charge +1).

Computed properties:
HOMO-LUMO gap (alpha / beta) = 7.59 / 6.95 eV

```
! RIJCOSX wB97M-V def2-TZVPD def2/J DEFGRID3
* xyz 1 1
C -1.39 -0.85 2.24
C -1.67 -1.34 0.23
C 0.21 -0.28 0.49
N -1.86 -1.83 1.35
N -0.95 -0.42 -0.30
O -0.43 -0.20 1.93
H 0.94 -1.13 0.30
H 0.59 0.76 0.30
H -1.45 0.15 -0.99
*
```

Most stable to least stable, the ends of the list are x and w.

w.
Density functional theory data (the ωB97M-V functional and the def2-TZVPD basis) for a single ClH2O2PS molecule.

Computed properties:
HOMO-LUMO gap = 10.04 eV
structure (SMILES) = OP(O)(=S)Cl

```
! RIJCOSX wB97M-V def2-TZVPD def2/J DEFGRID3
* xyz 0 1
O -0.83 1.04 -0.34
P 0.43 0.04 -0.39
O -0.04 -0.98 0.95
S 0.44 -1.00 -1.94
Cl 1.94 1.10 0.45
H -1.09 1.20 0.56
H -0.85 -1.40 0.71
*
```

x.
Density functional theory data (the ωB97M-V functional and the def2-TZVPD basis) for 2 unconnected molecules or ions with the total composition ClH2O2PS.

Computed properties:
HOMO-LUMO gap = 10.11 eV
structure (SMILES) = O=P(O)=S.Cl

```
! RIJCOSX wB97M-V def2-TZVPD def2/J DEFGRID3
* xyz 0 1
O -0.82 0.49 0.53
P -2.18 0.82 0.12
O -3.03 -0.52 -0.19
S -3.13 2.48 -0.10
H -2.54 -1.34 -0.07
Cl 3.24 2.52 -0.03
H 2.70 1.38 0.17
*
```

Most stable to least stable, the ends of the list are w and x.

w.
Density functional theory data (the ωB97M-V functional and the def2-TZVPD basis) for a molecular structure, C3H7N2O.

Computed properties:
HOMO-LUMO gap (alpha / beta) = 8.49 / 8.48 eV

```
! RIJCOSX wB97M-V def2-TZVPD def2/J DEFGRID3
* xyz 1 1
C -0.02 1.47 0.28
C 0.39 -0.36 -1.28
C -0.69 -0.61 1.22
N 0.47 2.61 0.32
N 0.10 -1.34 -0.32
O -0.91 0.70 0.79
H -0.43 -0.18 -2.06
H 1.37 0.23 -1.18
H -1.65 -1.11 1.01
H -0.21 -0.73 2.13
H 1.22 3.02 -0.22
H -0.56 -1.95 -0.80
H 0.90 -1.73 0.10
*
```

x.
Density functional theory data (the ωB97M-V functional and the def2-TZVPD basis) for 2 unconnected molecules or ions with the total composition C3H7N2O.

Computed properties:
HOMO-LUMO gap = 11.42 eV

```
! RIJCOSX wB97M-V def2-TZVPD def2/J DEFGRID3
* xyz 1 1
C 0.56 0.44 1.18
C 0.36 -0.92 1.10
N 0.50 -1.22 -0.23
C 0.75 -0.14 -0.95
N 0.82 0.87 -0.08
H 0.44 1.10 2.02
H -0.03 -1.60 1.83
H 0.30 -2.14 -0.60
H 0.99 -0.11 -2.00
H 0.92 1.82 -0.38
H -2.49 0.72 -1.53
H -2.89 0.76 -0.08
O -2.13 0.70 -0.64
*
```

Most stable to least stable, the ends of the list are x and w.

w.
Density functional theory data (the ωB97M-V functional and the def2-TZVPD basis) for a gas-phase ion, C3H7N2O (charge +1).

Computed properties:
HOMO-LUMO gap = 10.98 eV
structure (SMILES) = [NH3+][C@@H]1COC=N1

```
! RIJCOSX wB97M-V def2-TZVPD def2/J DEFGRID3
* xyz 1 1
N 0.63 1.20 0.87
C 0.12 0.47 -0.37
C -1.28 -0.37 -0.16
O -0.73 -1.75 -0.17
C 0.54 -1.62 -0.50
N 1.09 -0.53 -0.72
H 0.94 0.56 1.57
H 0.23 2.20 1.04
H 1.57 1.66 0.63
H -0.08 1.13 -1.16
H -1.90 -0.18 0.73
H -2.05 -0.17 -1.03
H 0.91 -2.59 -0.71
*
```

x.
Density functional theory data (the ωB97M-V functional and the def2-TZVPD basis) for 2 unconnected molecules or ions with the total composition C3H7N2O.

Computed properties:
HOMO-LUMO gap (alpha / beta) = 8.89 / 8.89 eV

```
! RIJCOSX wB97M-V def2-TZVPD def2/J DEFGRID3
* xyz 1 1
C 0.67 -1.31 -0.22
C -0.16 -1.38 1.03
C -0.59 -0.61 -0.10
N 1.42 0.68 -0.80
N -0.93 0.83 -0.51
O -1.49 -1.47 0.38
H 1.10 -1.86 -1.09
H 0.06 -1.21 2.08
H 2.27 0.63 -1.33
H 1.52 0.78 0.21
H -1.91 0.96 -0.89
H -0.12 1.16 -1.06
H -0.84 1.46 0.22
*
```

y.
Density functional theory data (the ωB97M-V functional and the def2-TZVPD basis) for 2 unconnected molecules or ions with the total composition C3H7N2O.

Computed properties:
HOMO-LUMO gap = 9.52 eV

```
! RIJCOSX wB97M-V def2-TZVPD def2/J DEFGRID3
* xyz 1 1
C -0.91 -1.26 0.39
C 3.52 -0.26 -0.25
C -1.45 0.93 -0.24
N 4.57 0.30 -0.22
N -0.54 -0.13 -0.09
O 2.42 -0.53 0.09
H -1.99 -1.30 0.71
H -0.17 -1.99 0.47
H -2.40 0.60 -0.43
H -1.13 1.59 -1.15
H -1.50 1.58 0.60
H 0.35 0.24 -0.53
H 5.42 0.14 -0.73
*
```

Most stable to least stable, the ends of the list are y and x.

w.
Density functional theory data (the ωB97M-V functional and the def2-TZVPD basis) for a single C11H18O molecule.

Computed properties:
HOMO-LUMO gap = 9.50 eV
structure (SMILES) = C#C[C@@](C)(O)CC/C=C(\C)CC

```
! RIJCOSX wB97M-V def2-TZVPD def2/J DEFGRID3
* xyz 0 1
C -1.78 -2.36 -3.36
C -1.95 -1.30 -2.78
C -2.01 0.07 -2.29
C -1.02 0.90 -3.11
O -3.37 0.53 -2.44
C -1.69 0.17 -0.77
C -0.19 -0.02 -0.41
C 0.01 -0.07 1.08
C 1.21 0.26 1.71
C 2.44 0.67 0.94
C 1.19 0.30 3.21
C 2.29 -0.55 3.81
H -1.76 -3.27 -3.92
H -1.01 1.87 -2.62
H -0.01 0.51 -3.16
H -1.39 1.08 -4.12
H -3.98 -0.19 -2.28
H -1.98 1.16 -0.42
H -2.29 -0.59 -0.21
H 0.39 0.84 -0.81
H 0.20 -0.94 -0.91
H -0.86 -0.35 1.65
H 2.46 0.25 -0.09
H 3.35 0.29 1.40
H 2.50 1.74 0.86
H 1.30 1.34 3.53
H 0.23 -0.04 3.60
H 2.27 -0.41 4.89
H 2.17 -1.63 3.57
H 3.29 -0.26 3.47
*
```

x.
Density functional theory data (the ωB97M-V functional and the def2-TZVPD basis) for 2 unconnected molecules or ions with the total composition C11H18O.

Computed properties:
HOMO-LUMO gap = 9.22 eV
structure (SMILES) = Cc1ccc(O)cc1.CC(C)C

```
! RIJCOSX wB97M-V def2-TZVPD def2/J DEFGRID3
* xyz 0 1
C 0.45 -0.58 -3.43
C 0.65 0.34 -2.29
C 0.04 1.60 -2.31
C 0.37 2.68 -1.52
C 1.22 2.37 -0.44
O 1.19 3.22 0.65
C 1.72 1.11 -0.24
C 1.57 0.14 -1.24
H 0.45 -1.64 -3.07
H 1.20 -0.40 -4.19
H -0.44 -0.75 -4.07
H -0.95 1.65 -2.80
H 0.04 3.68 -1.76
H 0.99 4.10 0.32
H 2.36 0.68 0.53
H 2.23 -0.71 -1.23
C -1.35 -1.09 0.55
C -0.55 -1.26 1.81
C -0.87 -0.09 2.79
C -0.77 -2.65 2.48
H -1.35 -0.08 0.14
H -2.42 -1.09 0.79
H -1.12 -1.85 -0.19
H 0.52 -1.04 1.59
H -1.90 0.27 2.74
H -0.71 -0.42 3.81
H -0.17 0.72 2.59
H -1.52 -3.13 1.86
H 0.13 -3.25 2.59
H -1.00 -2.53 3.55
*
```

Most stable to least stable, the ends of the list are x and w.

w.
Density functional theory data (the ωB97M-V functional and the def2-TZVPD basis) for 2 unconnected molecules or ions with the total composition CH5NO3.

Computed properties:
HOMO-LUMO gap = 11.07 eV
structure (SMILES) = NC(=O)O.O

```
! RIJCOSX wB97M-V def2-TZVPD def2/J DEFGRID3
* xyz 0 1
N 1.43 -0.37 0.78
C 0.42 -0.97 0.05
O 0.11 -0.64 -1.07
O -0.40 -1.78 0.74
H 1.58 -0.68 1.69
H 2.05 0.35 0.48
H -0.49 -1.76 1.70
O -1.95 1.92 -1.28
H -1.41 1.26 -1.79
H -1.33 2.67 -1.29
*
```

x.
Density functional theory data (the ωB97M-V functional and the def2-TZVPD basis) for 2 unconnected molecules or ions with the total composition CH5NO3.

Computed properties:
HOMO-LUMO gap = 10.62 eV
structure (SMILES) = NC(=O)O.O

```
! RIJCOSX wB97M-V def2-TZVPD def2/J DEFGRID3
* xyz 0 1
N -1.15 0.47 -1.01
C -0.28 1.27 -0.29
O 0.69 1.81 -0.76
O -0.66 1.52 0.97
H -2.08 0.30 -0.70
H -0.78 0.04 -1.82
H -0.73 0.79 1.60
O 1.85 -2.02 0.40
H 1.56 -1.31 0.94
H 1.58 -2.87 0.68
*
```

Most stable to least stable, the ends of the list are w and x.